[1]
Molecular formula: C13H14BrFNO5
Method: DFT, ωB97M-V with the def2-TZVPD basis set

Structure (XYZ):
```
35
Properties=species:S:1:pos:R:3:mulliken_charge:R:1
Br -2.763 0.453 1.181 0.060
F 0.739 -0.646 -3.499 -0.323
O -0.983 -1.479 1.587 -0.797
O 1.273 -3.856 4.924 -0.712
O 3.493 -2.261 4.515 -0.705
O 1.310 -0.070 1.000 -0.597
O 0.608 -1.590 -1.531 -0.406
N -1.634 0.499 -0.345 0.199
C -2.467 0.647 -1.588 -0.602
C 0.875 -0.617 -2.126 0.428
C 2.505 -2.125 3.800 0.373
C 1.235 -2.994 4.050 0.278
C 0.248 1.755 -1.441 0.301
C -0.610 1.966 -2.712 -0.810
C -0.591 1.542 -0.189 -0.974
C 2.464 -1.178 2.724 -0.848
C 1.364 -0.928 1.939 0.389
C 0.081 -1.731 2.241 0.731
C 0.113 -2.700 3.230 -0.824
C -2.104 1.849 -2.437 -0.616
C 1.366 0.720 -1.677 -0.991
H -1.012 2.477 0.172 0.434
H -2.597 1.681 -3.396 0.431
H 1.992 1.096 -2.488 0.459
H -0.376 1.209 -3.449 0.323
H 0.062 1.151 0.602 0.450
H -0.393 2.937 -3.150 0.277
H 1.980 0.597 -0.790 0.387
H 3.384 -0.625 2.554 0.380
H -3.513 0.684 -1.311 0.319
H 0.743 2.703 -1.236 0.569
H -1.131 -0.411 -0.297 0.386
H -2.534 2.774 -2.054 0.339
H -2.325 -0.262 -2.172 0.320
H -0.803 -3.267 3.367 0.371
```

Values from the calculation:
- E_HOMO (eV) = -3.080
- charge = -1
- molecular weight (g mol⁻¹) = 363.2
- E_LUMO (hartree) = 0.05274
- frontier orbital gap (eV) = 4.515

[2]
Molecular formula: C13H14F6I2N2O5S2
Method: DFT, ωB97M-V with the def2-TZVPD basis set

Structure (XYZ):
```
44
Properties=species:S:1:pos:R:3:mulliken_charge:R:1
I 0.704 1.693 -3.221 0.185
I -2.383 -2.456 -3.067 0.087
S 1.254 6.156 0.835 1.012
S 0.079 3.858 1.455 1.032
F 3.442 6.593 2.263 -0.238
F 1.372 2.526 3.349 -0.253
F -0.358 3.593 4.051 -0.233
F 2.732 8.326 1.186 -0.214
F -0.613 1.758 2.935 -0.285
F 1.706 7.661 2.966 -0.237
O 1.223 -3.976 0.197 -0.419
O 2.078 5.771 -0.284 -0.643
O -1.315 4.174 1.267 -0.668
O 0.644 2.969 0.459 -0.608
O 0.120 6.981 0.504 -0.636
N 1.007 5.037 1.940 -0.319
N 0.624 -1.870 1.272 0.095
C 0.120 2.895 3.010 0.669
C -1.664 -0.066 -5.030 -1.103
C 0.462 -2.110 -1.183 0.199
C -0.217 0.076 -0.092 -0.473
C -0.379 -0.121 -2.758 -0.650
C -0.130 -6.086 0.625 -0.374
C -1.289 -0.650 -3.636 0.166
C 0.065 -4.778 -0.242 -0.377
C 0.776 -2.653 0.150 -0.115
C -1.716 -6.316 0.777 -1.061
C 2.328 7.232 1.850 0.660
C 0.147 -0.549 1.191 -0.526
C -0.058 -0.722 -1.364 0.288
H -2.092 -5.535 1.497 0.301
H -1.933 -7.367 1.112 0.339
H -1.490 -0.864 -5.819 0.307
H -0.900 -4.189 -0.151 0.328
H 0.267 -7.022 0.149 0.296
H 0.349 -5.887 1.633 0.250
H -2.785 0.105 -5.040 0.315
H 0.065 0.017 2.159 0.545
H 0.587 -2.729 -2.113 0.559
H -2.153 -6.104 -0.240 0.282
H -0.603 1.131 -0.099 0.561
H -1.099 0.854 -5.323 0.359
H 0.884 -2.299 2.169 0.325
H 0.141 -5.057 -1.339 0.274
```

Values from the calculation:
- E_HOMO (eV) = -8.879
- molecular weight (g mol⁻¹) = 710.2
- E_LUMO (hartree) = -0.08257
- frontier orbital gap (eV) = 6.632

[3]
Molecular formula: C13H14N2O2S
Method: DFT, ωB97M-V with the def2-TZVPD basis set

Structure (XYZ):
```
32
Properties=species:S:1:pos:R:3:mulliken_charge:R:1
S -2.118 -0.381 -1.470 -0.290
O 1.273 -0.922 3.852 -0.451
O 1.514 -1.253 -2.491 -0.618
N -1.644 2.195 -0.680 0.143
N 0.080 1.156 -1.598 -0.328
C 2.412 -0.325 4.423 -0.838
C -1.177 1.061 -1.251 0.377
C -2.958 2.422 -0.151 -0.887
C 1.175 -0.982 2.499 0.972
C 2.120 -0.482 1.606 -0.273
C -0.188 -1.698 0.642 -0.175
C 0.027 -1.602 1.998 -0.733
C 0.466 2.408 -1.235 -0.815
C 0.744 -1.178 -0.257 0.270
C -0.582 3.067 -0.665 -0.252
C 0.579 -1.214 -1.725 0.622
C -0.833 -1.368 -2.288 -0.967
C 1.902 -0.591 0.248 -1.115
H -0.811 -1.096 -3.344 0.478
H -3.653 1.725 -0.619 0.321
H 3.327 -0.857 4.144 0.339
H -2.972 2.260 0.930 0.306
H -0.684 -2.003 2.703 0.441
H -1.077 -2.196 0.290 0.344
H 3.022 -0.008 1.958 0.376
H 2.501 0.728 4.135 0.336
H 2.622 -0.202 -0.456 0.444
H 1.466 2.743 -1.417 0.463
H 2.271 -0.393 5.500 0.240
H -0.672 4.055 -0.265 0.480
H -3.269 3.444 -0.363 0.347
H -1.151 -2.408 -2.192 0.443
```

Values from the calculation:
- E_HOMO (eV) = -8.015
- molecular weight (g mol⁻¹) = 262.3
- SMILES string = COc1ccc(C(=O)CSc2nccn2C)cc1
- ΔE to the lowest compared entry with this formula, charge and spin (kcal/mol) = 45.6
- E_LUMO (hartree) = 0.02091
- frontier orbital gap (eV) = 8.584

[4]
Molecular formula: C13H14N2O4P
Method: DFT, ωB97M-V with the def2-TZVPD basis set

Structure (XYZ):
```
34
Properties=species:S:1:pos:R:3:mulliken_charge:R:1
P -3.440 1.921 -0.379 0.101
O -4.482 0.637 -0.493 -0.554
O 1.169 0.233 2.058 -0.495
O 2.596 1.129 0.621 -0.267
O 4.403 0.713 -0.630 -0.466
N -3.265 2.278 1.270 -0.508
N -0.477 -2.719 0.026 0.036
C -1.352 -0.155 -0.457 0.759
C -0.012 -0.546 -0.777 0.353
C 3.231 0.660 -0.527 0.515
C 0.375 -1.856 -0.515 -0.482
C 0.414 1.689 -1.579 -0.611
C 3.229 -0.921 1.859 -0.981
C -1.779 1.168 -0.717 0.666
C -2.200 -1.119 0.131 -0.704
C 2.329 0.132 -1.636 -1.321
C -1.747 -2.376 0.357 -0.772
C 2.239 0.164 1.541 0.678
C 0.867 0.432 -1.334 0.774
C -0.908 2.051 -1.272 -0.820
H -1.214 3.063 -1.494 0.392
H -0.177 -3.670 0.191 0.304
H 2.535 -0.930 -1.683 0.325
H 2.614 0.602 -2.567 0.498
H -3.157 1.478 1.887 0.256
H -2.360 -3.148 0.786 0.415
H -3.214 -0.912 0.417 0.367
H -4.017 2.881 1.578 0.291
H -4.994 0.503 0.314 0.325
H 1.101 2.410 -1.993 0.537
H 1.355 -2.232 -0.743 0.362
H 3.591 -1.369 0.935 0.356
H 2.695 -1.687 2.402 0.337
H 4.053 -0.504 2.426 0.334
```

Values from the calculation:
- E_HOMO (eV) = -11.823
- charge = +1
- molecular weight (g mol⁻¹) = 293.2
- SMILES string = CC(=O)OC(=O)Cc1ccc(P(N)O)c2cc[nH+]cc12
- E_LUMO (hartree) = -0.16910
- frontier orbital gap (eV) = 7.222

[5]
Molecular formula: C13H14O
Method: DFT, ωB97M-V with the def2-TZVPD basis set

Structure (XYZ):
```
28
Properties=species:S:1:pos:R:3:mulliken_charge:R:1
O -1.903 -0.099 -4.719 -0.475
C -0.868 2.639 1.678 -0.474
C 0.556 -1.567 0.786 -1.348
C 2.592 -0.790 -1.275 -1.497
C 1.357 0.009 -1.219 -0.021
C 0.329 -0.402 -0.108 0.875
C -0.629 0.669 0.338 -0.091
C -1.272 -0.208 -3.718 0.334
C 0.141 -0.763 -1.637 -0.063
C -0.072 1.821 0.916 -0.132
C -2.819 1.247 1.172 -0.842
C -0.789 -0.014 -2.520 -0.828
C -2.232 2.377 1.800 -0.340
C -2.003 0.390 0.451 -0.168
H -0.468 3.648 2.010 0.263
H 0.278 -1.856 -1.765 0.482
H 3.055 -0.947 -2.215 0.419
H -2.396 -0.454 -0.040 0.520
H 1.132 -1.353 1.710 0.312
H 1.403 1.025 -1.424 0.621
H -0.383 -2.036 1.007 0.385
H 2.341 -1.886 -1.001 0.161
H -3.848 1.142 1.030 0.395
H 3.306 -0.482 -0.553 0.336
H 1.223 -2.315 0.208 0.285
H 1.034 2.263 0.789 0.155
H -2.789 3.177 2.250 0.366
H -1.022 0.946 -2.097 0.371
```

Values from the calculation:
- E_HOMO (eV) = -8.227
- molecular weight (g mol⁻¹) = 186.3
- SMILES string = C[C@H]1[C@H](C=C=O)[C@]1(C)c1ccccc1
- ΔE to the lowest compared entry with this formula, charge and spin (kcal/mol) = 74.6
- E_LUMO (hartree) = 0.01976
- frontier orbital gap (eV) = 8.765

[6]
Molecular formula: C13H15BN8OPt
Method: DFT, ωB97M-V with the def2-TZVPD basis set

Structure (XYZ):
```
39
Properties=species:S:1:pos:R:3:lowdin_spin:R:1
Pt -0.191 0.082 0.216 1.728
O -2.129 -0.167 -0.108 0.825
N 3.589 1.780 3.568 0.195
N 0.843 2.884 1.044 0.014
N 1.819 0.093 0.170 0.281
N 0.830 1.145 2.841 0.020
N 2.846 2.686 2.731 0.113
N 2.490 0.991 0.915 0.017
N 0.071 0.114 2.340 0.243
N 0.069 2.255 0.125 0.212
C 3.981 -0.183 -0.277 0.072
C 0.617 4.218 0.937 0.004
C 3.268 3.905 2.888 0.178
C 4.421 2.505 4.257 0.033
C -0.537 -0.506 3.361 0.020
C -0.159 0.093 4.545 0.022
C 0.715 1.139 4.161 0.028
C -3.327 -0.560 -0.648 0.155
C 4.323 3.880 3.881 0.440
C -0.621 3.179 -0.539 0.015
C 3.806 0.833 0.655 0.167
C -0.295 4.445 -0.060 0.007
C 2.709 -0.624 -0.556 0.042
B 1.750 1.979 1.875 0.005
H -3.692 -1.490 -0.218 0.017
H 4.911 -0.545 -0.682 0.002
H 2.901 4.758 2.341 0.005
H 5.094 2.053 4.974 -0.003
H -1.297 2.912 -1.337 0.000
H 4.562 1.443 1.123 0.007
H 1.090 4.944 1.572 0.001
H -3.302 -0.551 -1.742 0.032
H -0.676 5.391 -0.406 0.001
H 4.963 4.701 4.181 0.016
H 2.388 -1.405 -1.229 0.002
H -1.191 -1.351 3.202 0.001
H -4.067 0.234 -0.392 0.079
H -0.446 -0.189 5.547 0.002
H 1.206 1.867 4.791 0.003
```

Values from the calculation:
- E_HOMO (spin up / spin down) (eV) = -18.904 / -18.651
- charge = +3
- molecular weight (g mol⁻¹) = 505.2
- ⟨S²⟩ = 8.7831
- E_LUMO (spin up / spin down) (hartree) = -0.33555 / -0.52067
- 2S+1 = 6
- frontier orbital gap (spin up / spin down) (eV) = 9.773 / 4.483

| no. | E_tot (eV) |
| --- | --- |
| 1 | -98194.381 |
| 2 | -81097.213 |
| 3 | -31617.972 |
| 4 | -34161.923 |
| 5 | -15752.489 |
| 6 | -31581.625 |